Entry 1:
Entry from OMol25: 15 unconnected molecules or ions with the total composition C6H38O14 (ωB97M-V/def2-TZVPD).

Results
* ΔE to the lowest compared entry with this formula, charge and spin: 279.2 kJ/mol
* charge: 0
* E: -1304.6614 hartree
* highest occupied orbital energy: -8.89 eV

Geometry as XYZ:
```
58
Properties=species:S:1:pos:R:3:mulliken_charge:R:1
C -0.759 -0.563 0.550 0.4351
C 0.260 -1.514 1.037 0.2027
C 0.086 -2.822 0.767 -1.4287
C 2.510 -1.923 1.838 -1.1936
C 1.414 -1.181 1.941 1.4372
C 0.988 -0.352 3.134 -0.6696
H -0.563 -0.040 -0.412 -0.3866
H -0.743 0.348 1.202 -0.5524
H -1.721 -0.999 0.423 0.5035
H 0.702 -3.536 1.330 0.3273
H -0.735 -3.176 0.172 0.3664
H 3.193 -1.969 2.677 0.2929
H 2.748 -2.657 1.070 0.1081
H 1.487 -0.698 4.047 0.4201
H -0.164 -0.433 3.073 0.0970
H 1.291 0.739 2.992 0.1549
H 1.072 -1.448 -4.377 0.2763
H 1.489 -0.313 -3.707 0.4370
O 1.744 -0.769 -4.554 -0.6794
H 4.142 -3.922 -0.225 0.2890
H 3.519 -3.269 -1.420 0.3974
O 3.761 -4.164 -1.076 -0.6491
H 1.859 1.089 -1.125 0.3639
H 3.322 1.526 -1.523 0.2195
O 2.768 1.251 -0.787 -0.6521
H -4.385 1.241 1.305 0.2577
H -4.528 0.465 0.091 0.2567
O -4.084 1.273 0.385 -0.5509
H -2.171 3.308 1.807 0.4594
H -2.311 4.463 2.849 0.2837
O -2.831 3.849 2.325 -0.6968
H 2.826 -0.712 -0.994 0.2477
H 3.957 -1.069 -2.043 0.2705
O 3.442 -1.399 -1.302 -0.6176
H 3.356 2.686 1.221 0.2840
H 2.770 1.328 0.992 0.4369
O 3.023 1.939 1.728 -0.6582
H -2.470 0.280 4.635 0.2664
H -3.060 1.184 3.775 0.2877
O -2.452 0.430 3.671 -0.5486
H -0.511 2.085 0.764 0.2147
H -0.233 3.601 0.596 0.3063
O -0.688 2.950 1.141 -0.5302
H -0.146 -0.480 -2.419 0.1955
H 0.965 -0.915 -1.414 0.2322
O 0.741 -0.269 -2.098 -0.4627
H -1.312 -4.780 -3.046 0.3193
H -2.607 -4.282 -2.325 0.3018
O -2.037 -4.141 -3.084 -0.6251
H -3.350 0.841 -2.810 0.2811
H -3.259 -0.590 -2.269 0.2785
O -2.723 0.154 -2.561 -0.5398
H -2.403 3.793 -0.760 0.3236
H -3.251 2.491 -0.920 0.3177
O -2.636 3.088 -1.372 -0.6768
H -0.970 2.313 -1.179 0.2886
H -0.231 3.241 -2.121 0.2697
O -0.101 2.431 -1.618 -0.5899
```

Entry 2:
Entry from OMol25: 15 unconnected molecules or ions with the total composition C6H39NO14 (ωB97M-V/def2-TZVPD).

Results
* ΔE to the lowest compared entry with this formula, charge and spin: 588.6 kJ/mol
* charge: 0
* E: -1360.0004 hartree
* highest occupied orbital energy: -9.22 eV

Geometry as XYZ:
```
60
Properties=species:S:1:pos:R:3:mulliken_charge:R:1
C 2.841 0.181 0.127 -0.4656
C 1.332 -0.318 -0.090 0.5715
C 0.322 0.369 0.766 1.8420
C -0.209 -0.204 1.826 -1.5955
C 0.733 2.765 0.411 -1.0710
C -0.003 1.659 0.188 0.1001
N 3.711 -1.024 0.153 -0.4846
H 3.012 0.813 -0.767 0.3239
H 2.845 0.755 1.137 0.1971
H 1.439 -1.400 0.172 -0.0769
H 1.235 -0.113 -1.214 0.1228
H 0.074 -1.123 2.292 -0.1132
H -1.104 0.116 2.392 0.3512
H 0.451 3.780 -0.085 0.1884
H 1.329 2.920 1.303 0.2842
H -0.835 1.609 -0.556 -0.7896
H 3.921 -1.284 1.098 0.1645
H 4.533 -0.990 -0.360 0.2037
H -2.921 -2.848 0.221 0.3600
H -2.731 -2.120 1.637 0.3023
O -3.343 -2.558 0.973 -0.6933
H -0.615 -3.037 -1.100 0.2432
H -1.213 -1.546 -1.069 0.3327
O -1.423 -2.495 -1.047 -0.6699
H 2.836 -2.663 3.419 0.2463
H 2.047 -1.463 2.808 0.3637
O 2.265 -2.404 2.749 -0.6394
H -3.605 -1.643 -3.615 0.3010
H -2.437 -1.784 -2.633 0.3021
O -3.142 -1.141 -2.882 -0.6568
H 0.721 -3.219 2.822 0.3624
H -0.583 -3.882 2.627 0.3233
O 0.041 -3.649 3.310 -0.6397
H -3.608 1.219 0.185 0.3344
H -3.456 2.512 1.023 0.2688
O -3.016 1.872 0.483 -0.5286
H 2.435 -3.032 -2.134 0.2902
H 2.392 -2.620 -0.646 0.4161
O 1.879 -3.089 -1.342 -0.6166
H -1.316 1.403 -2.334 0.4703
H -2.389 0.456 -2.968 0.3925
O -1.546 0.935 -3.106 -0.7116
H -1.341 2.158 2.255 0.2744
H -0.041 2.698 2.975 0.3538
O -0.981 2.405 3.080 -0.6875
H -2.151 2.717 -0.760 0.4668
H -2.504 3.728 -1.930 0.2872
O -1.789 3.350 -1.404 -0.5572
H 0.970 0.921 4.048 0.3296
H 0.352 -0.363 4.716 0.3399
O 1.207 0.044 4.518 -0.6681
H -4.278 -0.478 -1.386 0.3406
H -4.293 -1.141 0.030 0.3537
O -4.366 -0.299 -0.415 -0.7274
H 3.630 1.927 -3.861 0.3568
H 3.615 0.425 -3.476 0.2919
O 3.819 1.316 -3.065 -0.6455
H 1.398 3.034 -3.185 0.3034
H 1.649 2.775 -4.565 0.3593
O 2.205 3.069 -3.753 -0.6782
```

Entry 3:
Entry from OMol25: 15 unconnected molecules or ions with the total composition C6H39NO14 (ωB97M-V/def2-TZVPD).

Results
* ΔE to the lowest compared entry with this formula, charge and spin: 485.0 kJ/mol
* charge: 0
* E: -1360.0398 hartree
* highest occupied orbital energy: -9.06 eV

Geometry as XYZ:
```
60
Properties=species:S:1:pos:R:3:mulliken_charge:R:1
C 0.937 2.562 -2.628 -0.8613
C 1.422 1.325 -2.655 -0.1490
N 1.087 0.417 -1.597 0.5589
C 1.999 -0.811 -1.452 -0.3855
C -0.327 -3.740 -1.684 -0.7478
C 0.939 -3.025 -1.917 -0.4359
C 1.058 -1.913 -1.209 0.3922
H 0.634 3.036 -1.705 0.0968
H 1.037 3.267 -3.444 0.2898
H 2.058 0.864 -3.478 0.2959
H 1.120 1.013 -0.777 -0.0977
H 2.654 -0.835 -2.352 0.5092
H 2.555 -0.672 -0.556 -0.4603
H -0.767 -4.308 -2.542 0.3198
H -0.095 -4.578 -0.979 0.3353
H -1.009 -3.117 -1.164 -0.0383
H 1.433 -3.093 -2.871 0.3614
H 0.669 -1.827 -0.196 0.0928
H 2.880 0.213 3.251 0.2600
H 2.054 -0.574 2.239 0.3779
O 2.744 0.113 2.299 -0.7146
H -3.867 1.176 0.431 0.2562
H -3.639 2.634 0.740 0.3380
O -3.598 1.759 1.146 -0.6979
H -0.401 -1.557 1.938 0.3406
H -0.438 -0.046 2.487 0.1178
O 0.112 -0.765 2.172 -0.4894
H -2.817 1.659 -1.198 0.3625
H -1.935 3.070 -1.324 0.2879
O -2.775 2.618 -1.243 -0.6633
H -0.706 -0.230 -3.521 0.2617
H -0.725 -1.652 -4.156 0.2847
O -1.048 -1.135 -3.407 -0.5964
H 1.873 4.234 1.150 0.2477
H 2.533 3.070 0.563 0.3746
O 1.610 3.451 0.645 -0.6052
H 4.515 -0.973 0.212 0.3354
H 3.957 -0.994 1.701 0.4262
O 4.628 -1.354 1.088 -0.6504
H -1.798 -3.565 2.419 0.2264
H -2.315 -2.040 2.041 0.4681
O -1.707 -2.789 1.870 -0.6108
H -3.399 -1.567 -0.647 0.4212
H -4.432 -2.696 0.012 0.2839
O -4.267 -1.808 -0.302 -0.7082
H -0.111 2.684 1.497 0.2568
H -1.540 2.181 1.516 0.2541
O -0.677 2.033 1.937 -0.3700
H 3.764 1.717 -0.373 0.4255
H 3.175 1.166 0.839 0.3357
O 3.733 1.931 0.574 -0.7610
H -3.760 -0.805 1.145 0.3209
H -3.204 0.013 2.304 0.3588
O -3.589 -0.853 2.102 -0.7474
H -1.315 0.325 -0.549 0.0933
H -1.294 -0.798 -1.615 0.1208
O -1.787 -0.455 -0.854 -0.2159
H 1.155 2.684 4.093 0.2785
H 0.359 1.437 3.598 0.2843
O 0.648 1.923 4.387 -0.6455
```

Entry 4:
Entry from OMol25: a molecular structure, C6H3CaNO4 (ωB97M-V/def2-TZVPD).

Results
* ΔE to the lowest compared entry with this formula, charge and spin: 26.4 kJ/mol
* charge: +2
* E: -1263.1916 hartree
* highest occupied orbital energy: -19.78 eV

Geometry as XYZ:
```
15
Properties=species:S:1:pos:R:3:mulliken_charge:R:1
O 1.560 2.829 0.694 -0.0026
C 0.785 1.978 0.656 0.0280
Ca -1.280 0.309 0.349 1.8523
O 3.541 -1.499 -0.044 -0.1079
C 2.468 -1.089 -0.097 0.1492
C -0.888 1.088 -2.107 -0.0081
O -0.814 1.490 -3.188 0.0391
C -1.025 -2.141 -0.765 -0.0250
O -1.080 -3.204 -1.215 0.0336
C -1.093 0.358 5.142 -0.7406
C -0.897 0.272 3.701 0.4406
N -0.803 0.183 2.541 -0.6042
H -0.737 -0.560 5.640 0.3234
H -2.170 0.499 5.353 0.3095
H -0.545 1.224 5.548 0.3126
```